{
  "formula": "C30H60O12S3",
  "method": "the ωB97M-V functional and the def2-TZVPD basis",
  "symbols": ["O", "S", "O", "C", "C", "C", "C", "H", "H", "H", "H", "H", "H", "H", "H", "O", "S", "O", "C", "C", "C", "C", "H", "H", "H", "H", "H", "H", "H", "H", "O", "S", "O", "C", "C", "C", "C", "H", "H", "H", "H", "H", "H", "H", "H", "C", "C", "C", "O", "H", "H", "H", "H", "H", "H", "C", "C", "C", "O", "H", "H", "H", "H", "H", "H", "C", "C", "C", "O", "H", "H", "H", "H", "H", "H", "C", "C", "C", "O", "H", "H", "H", "H", "H", "H", "C", "C", "C", "O", "H", "H", "H", "H", "H", "H", "C", "C", "C", "O", "H", "H", "H", "H", "H", "H"],
  "xyz": [[19.241, 8.137, 11.103], [18.048, 8.358, 10.278], [16.835, 7.538, 10.438], [17.592, 10.056, 10.153], [18.402, 10.534, 8.959], [18.247, 9.423, 7.878], [18.713, 8.151, 8.620], [17.855, 10.532, 11.047], [16.479, 10.057, 9.932], [18.027, 11.521, 8.778], [19.396, 10.648, 9.352], [19.032, 9.648, 7.123], [17.214, 9.347, 7.574], [19.833, 8.143, 8.630], [18.363, 7.239, 8.141], [10.962, 8.987, 13.025], [10.576, 10.094, 12.173], [11.643, 10.768, 11.466], [9.307, 9.735, 10.977], [8.007, 10.345, 11.491], [8.518, 11.648, 12.096], [9.690, 11.378, 13.047], [9.323, 8.646, 10.793], [9.699, 10.279, 10.073], [7.259, 10.493, 10.725], [7.656, 9.767, 12.270], [7.746, 12.268, 12.524], [8.999, 12.310, 11.363], [9.341, 10.842, 13.955], [10.430, 12.198, 13.161], [17.978, 16.941, 11.669], [17.184, 17.372, 12.807], [16.954, 18.771, 13.055], [15.624, 16.438, 12.594], [15.758, 15.426, 13.756], [16.521, 16.094, 14.949], [17.797, 16.627, 14.357], [15.717, 15.970, 11.599], [14.802, 17.164, 12.648], [14.758, 15.087, 14.002], [16.262, 14.557, 13.324], [16.666, 15.474, 15.820], [15.939, 16.953, 15.301], [18.446, 15.838, 14.036], [18.354, 17.379, 14.863], [9.742, 13.931, 6.623], [9.563, 12.782, 7.552], [9.618, 11.402, 6.932], [9.303, 12.834, 8.746], [10.707, 13.991, 6.169], [9.660, 14.897, 7.214], [8.976, 13.916, 5.862], [8.547, 11.063, 6.829], [10.069, 10.734, 7.787], [10.076, 11.266, 5.975], [12.130, 7.046, 10.136], [11.536, 7.842, 8.931], [12.414, 8.624, 8.065], [10.326, 7.733, 8.807], [13.223, 7.165, 10.121], [11.906, 5.957, 10.148], [11.700, 7.418, 11.083], [11.902, 8.646, 7.117], [13.322, 8.011, 7.930], [12.640, 9.572, 8.554], [16.942, 15.296, 9.367], [17.789, 14.469, 10.277], [19.251, 14.780, 10.072], [17.308, 13.640, 11.021], [15.830, 15.186, 9.582], [17.108, 14.830, 8.338], [17.372, 16.317, 9.348], [19.448, 15.813, 9.986], [19.671, 14.249, 9.187], [19.794, 14.349, 10.913], [18.005, 7.993, 13.929], [16.933, 9.021, 13.920], [15.570, 8.781, 14.593], [17.062, 10.076, 13.287], [17.680, 7.111, 13.405], [18.185, 7.735, 14.936], [18.910, 8.369, 13.456], [15.669, 9.132, 15.616], [15.314, 7.740, 14.779], [14.857, 9.348, 14.062], [8.733, 14.852, 13.348], [10.167, 15.280, 13.269], [10.430, 16.655, 12.730], [11.101, 14.481, 13.583], [8.178, 14.986, 12.373], [8.287, 15.557, 14.025], [8.581, 13.857, 13.609], [9.556, 17.000, 12.197], [11.273, 16.615, 12.062], [10.628, 17.410, 13.465], [14.545, 11.605, 11.986], [14.036, 12.134, 10.694], [13.288, 13.426, 10.701], [14.180, 11.517, 9.681], [13.798, 11.598, 12.771], [15.480, 12.108, 12.206], [14.815, 10.571, 11.824], [13.583, 14.156, 9.796], [13.432, 13.951, 11.670], [12.204, 13.344, 10.510]],
  "forces_ev_per_a": [[-1.32, 0.41, 0.06], [0.43, -2.35, 0.14], [1.43, 0.86, 0.14], [-1.53, -0.77, -1.42], [-1.03, -0.57, 0.71], [2.21, 0.90, 0.84], [0.26, 0.63, -1.02], [0.03, 0.72, 1.43], [1.23, 0.17, 0.47], [-0.15, 0.54, -0.90], [0.87, -0.09, -0.41], [-1.22, -0.27, -0.28], [-0.10, 0.11, -0.57], [-1.05, -0.06, 0.46], [-0.16, -0.09, 0.29], [-0.69, 0.17, -0.25], [0.97, 0.47, 0.18], [0.25, -0.09, -0.33], [0.33, -0.78, -1.34], [2.11, 1.40, -0.90], [0.66, 1.55, -0.27], [-0.48, -1.28, 0.51], [-0.16, 0.54, -0.02], [-0.62, -0.61, 0.75], [-0.07, -0.03, -0.17], [-1.18, -1.45, 1.56], [-0.36, -0.07, 0.46], [-0.51, -0.29, -0.57], [0.38, 0.84, -0.05], [-0.77, -0.45, 0.39], [0.49, 0.50, 0.48], [-0.16, -0.45, -0.88], [-0.05, 0.13, -0.05], [1.09, 0.41, 0.64], [-0.62, 0.00, -0.19], [-0.91, 0.34, -0.49], [-0.62, -0.25, -1.45], [-0.25, 0.29, 0.62], [0.15, -0.38, 0.16], [-0.12, -0.09, 0.44], [0.32, 0.02, 0.42], [0.12, -0.51, 0.01], [-0.14, -0.09, -0.03], [0.47, -0.55, -0.10], [0.18, 0.62, 0.57], [-0.45, 2.30, 1.83], [-0.20, -1.34, 0.44], [-0.72, -1.55, 2.51], [0.31, 0.79, -0.95], [0.68, -0.49, -0.45], [-0.17, -1.05, -0.67], [-0.20, -0.08, -0.33], [0.92, 0.27, 0.11], [-0.71, 0.94, -2.00], [0.56, 0.14, -0.41], [0.65, 0.32, -0.35], [-1.58, -2.38, 2.69], [0.64, -0.93, -0.35], [0.42, 0.66, -0.77], [-0.27, -0.07, 0.44], [-0.09, 0.72, -0.56], [0.31, 0.14, -0.40], [-0.06, 0.81, -0.45], [-0.03, 0.62, 0.09], [0.16, 0.19, -0.30], [-0.94, -0.46, -1.37], [-0.50, 0.35, -0.46], [0.70, -2.45, 0.49], [0.66, 0.12, 0.03], [1.48, 0.45, -0.18], [-0.22, 0.68, 1.03], [-0.83, -0.47, -0.06], [0.08, 1.08, -0.06], [-0.58, 0.36, 0.30], [0.13, 0.21, 0.11], [0.15, 0.63, -0.41], [-1.07, 1.49, -1.57], [1.97, -0.71, 0.84], [0.08, -1.30, 1.03], [-0.24, -0.40, -0.25], [0.36, -0.56, 1.32], [-0.15, 0.00, 0.05], [-0.05, 0.60, 0.23], [-0.08, -0.20, -0.68], [-0.98, 0.40, -0.42], [-0.24, 1.66, -1.79], [2.71, -2.96, 0.53], [-0.29, -0.24, -0.28], [-2.72, 2.66, -0.90], [0.80, 0.14, 0.77], [-0.63, 0.18, 0.58], [0.06, -1.52, 0.93], [-0.22, 0.10, -0.31], [0.38, -0.02, -0.26], [0.22, 0.13, 0.75], [0.29, -0.65, -0.16], [-0.88, 0.24, 0.58], [-0.01, 2.96, -1.23], [0.42, -0.75, -1.66], [0.04, 0.56, 0.23], [0.01, 0.36, 0.52], [0.09, -0.31, -0.10], [-0.12, -1.68, 1.99], [-0.18, -0.13, -0.66], [0.40, -0.60, 0.38]],
  "lowdin_charge": [-0.34, 0.70, -0.35, -0.25, -0.21, -0.19, -0.23, 0.07, 0.13, 0.10, 0.11, 0.12, 0.11, 0.12, 0.10, -0.32, 0.66, -0.32, -0.23, -0.17, -0.24, -0.21, 0.10, 0.10, 0.12, 0.09, 0.10, 0.11, 0.12, 0.10, -0.34, 0.70, -0.32, -0.19, -0.20, -0.20, -0.21, 0.07, 0.11, 0.11, 0.10, 0.11, 0.12, 0.10, 0.10, -0.03, -0.50, -0.02, 0.04, 0.08, 0.10, 0.08, 0.11, 0.10, 0.06, 0.00, -0.49, -0.01, 0.02, 0.07, 0.09, 0.06, 0.08, 0.10, 0.09, -0.05, -0.54, -0.03, 0.05, 0.09, 0.11, 0.08, 0.05, 0.10, 0.09, -0.03, -0.44, 0.00, 0.03, 0.09, 0.07, 0.07, 0.08, 0.08, 0.05, -0.02, -0.43, -0.02, 0.01, 0.12, 0.09, 0.03, 0.08, 0.08, 0.08, -0.03, -0.56, -0.03, 0.06, 0.08, 0.07, 0.07, 0.12, 0.07, 0.07],
  "e_homo_ha": -0.3289,
  "relative_energy_kj_mol": 0.0,
  "smiles": "O=S1(=O)CCCC1.O=S1(=O)CCCC1.O=S1(=O)CCCC1.CC(C)=O.CC(C)=O.CC(C)=O.CC(C)=O.CC(C)=O.CC(C)=O",
  "homo_lumo_gap_ev": 9.34,
  "mol_weight_g_mol": 709.00
}